Formula: C5H20O7
Source: the OMol25 dataset
Level of theory: the ωB97M-V functional and the def2-TZVPD basis

The orbital gap comes out at 10.976 eV. For the energy above the lowest of the compared OMol25 structures with the same formula, charge and spin, the calculation gives 0.0 kJ/mol. The HOMO energy comes out at -10.7816 eV.

Cartesian coordinates (Å):
1 H -2.846 -0.943 2.902
2 H -0.753 0.821 -0.759
3 H -1.209 -1.560 -0.114
4 O -1.777 -1.204 -3.739
5 C 0.347 1.381 -2.523
6 H 0.585 2.418 -2.334
7 H 2.598 3.706 2.757
8 H -1.728 -0.554 1.875
9 H -0.056 -2.838 -0.568
10 O 0.064 -1.228 2.021
11 O 2.885 3.026 2.128
12 H -1.565 -0.271 -3.806
13 H -2.536 -1.401 -4.294
14 O -2.689 -0.559 2.036
15 H 2.009 2.616 2.046
16 H 2.293 -1.098 1.552
17 H -0.626 1.405 -3.014
18 O -3.274 1.825 0.551
19 C 0.228 0.598 -1.202
20 C -0.180 -1.790 -0.339
21 H 0.899 0.970 -0.432
22 H -2.904 1.337 -0.194
23 H 3.551 -0.604 3.515
24 H 1.097 0.903 -3.147
25 H 1.360 -1.202 -1.569
26 H 2.052 -0.613 3.858
27 O 2.804 -1.191 3.676
28 H -0.183 -1.182 -2.407
29 C 0.313 -0.895 -1.483
30 C 0.550 -1.518 0.949
31 O 1.882 -1.535 0.787
32 H -3.191 1.179 1.273

Forces on atoms 1 to 6 (eV/Å):
0.274 -0.025 -0.014
-0.082 -0.058 -0.119
-0.589 -0.324 -0.056
0.025 -0.391 0.130
-0.161 -0.135 0.875
0.307 0.252 -0.089

---

Formula: C5H21NO6
Source: the OMol25 dataset
Level of theory: the ωB97M-V functional and the def2-TZVPD basis

The orbital gap comes out at 7.313 eV. For the energy above the lowest of the compared OMol25 structures with the same formula, charge and spin, the calculation gives 204.2 kJ/mol. The HOMO energy comes out at -7.2668 eV.

Cartesian coordinates (Å):
1 H -2.871 0.982 -1.161
2 C 2.055 -1.102 3.196
3 H 1.440 2.384 2.142
4 H -1.802 -3.632 -0.015
5 O -1.583 -3.062 -0.755
6 C 1.081 -0.209 3.185
7 H -0.648 -0.138 -2.840
8 O -3.197 0.116 -1.403
9 O 1.285 -2.476 -1.851
10 H 0.788 -1.333 0.740
11 C 0.592 0.395 1.916
12 H -2.431 2.677 0.279
13 O 0.206 0.153 -3.185
14 H 0.421 1.557 -0.481
15 H -2.152 -3.251 -1.505
16 N 0.637 2.137 0.290
17 H 0.743 1.687 -2.758
18 H 0.495 0.121 4.041
19 H -1.812 2.145 1.625
20 H -3.515 -0.384 -0.650
21 H -0.144 -0.200 -0.100
22 H 1.077 3.000 0.031
23 H 1.865 2.718 -3.110
24 H 2.470 -1.692 3.997
25 H 2.606 -1.286 2.274
26 O 1.220 2.496 -2.437
27 H -0.976 -1.020 1.051
28 O -2.185 2.907 1.173
29 H 0.737 -2.946 -1.197
30 C 0.922 1.647 1.545
31 C 0.015 -0.584 0.913
32 H 0.828 -0.547 -2.936
33 H 1.833 -3.259 -2.016

Forces on atoms 1 to 6 (eV/Å):
-0.124 -0.039 0.536
0.752 -0.236 -0.460
0.014 -0.303 0.459
-0.305 -0.166 -0.186
0.541 0.383 0.067
-0.797 0.475 0.028

---

Formula: C5H21NO7
Source: the OMol25 dataset
Level of theory: the ωB97M-V functional and the def2-TZVPD basis

The orbital gap comes out at 9.483 eV. For the energy above the lowest of the compared OMol25 structures with the same formula, charge and spin, the calculation gives 116.2 kJ/mol. The HOMO energy comes out at -9.8768 eV.

Cartesian coordinates (Å):
1 H 2.306 1.576 -0.967
2 O -1.291 -0.652 2.186
3 H -2.632 -0.525 0.489
4 H 1.814 -1.235 -0.339
5 H -1.060 1.184 0.508
6 C -1.304 1.933 -0.384
7 O -3.341 -0.580 -0.206
8 C 0.943 -1.787 -0.808
9 O 2.573 1.764 -0.067
10 O 1.388 -2.268 -2.066
11 H -1.085 2.955 -0.014
12 H -1.391 -1.573 2.442
13 H -1.742 -0.101 2.820
14 H -0.196 -3.627 -0.560
15 C 0.572 -3.037 -0.020
16 O 1.133 0.456 1.794
17 H 1.601 -1.459 -2.652
18 H 0.220 -2.809 1.033
19 C 0.141 0.382 -1.747
20 H -2.975 -0.124 -0.976
21 H -0.214 2.367 -2.100
22 C -0.269 -0.838 -0.986
23 H 0.269 -0.021 1.877
24 H 1.384 -3.689 0.053
25 H 1.715 0.228 2.525
26 H -1.087 -1.388 -1.581
27 H 1.502 3.149 0.837
28 O 0.978 0.348 -2.629
29 H -2.364 1.922 -0.645
30 H 2.104 1.123 0.489
31 H 0.756 2.201 1.737
32 N -0.497 1.591 -1.545
33 O 0.764 3.091 1.442
34 H -0.714 -0.558 0.061

Forces on atoms 1 to 6 (eV/Å):
0.020 -0.137 -0.347
0.091 -0.168 -0.455
-1.050 -0.032 -1.101
-1.049 -0.420 -0.095
-0.799 1.916 -2.003
0.191 -0.663 1.688

---

Formula: C5H21O7Y2
Source: the OMol25 dataset
Level of theory: the ωB97M-V functional and the def2-TZVPD basis

The orbital gap comes out at 3.879 eV. For the energy above the lowest of the compared OMol25 structures with the same formula, charge and spin, the calculation gives 232.5 kJ/mol. Its total charge is +3. The HOMO energy comes out at -16.9813 eV.

Cartesian coordinates (Å):
1 H 10.864 22.761 18.955
2 H 15.970 23.015 15.190
3 H 9.825 22.819 17.419
4 H 12.084 17.759 13.954
5 O 10.581 17.878 16.429
6 H 11.006 16.406 14.579
7 H 11.727 24.630 17.804
8 H 13.994 19.740 19.720
9 C 10.811 22.699 17.868
10 H 14.601 20.736 20.687
11 C 10.535 19.848 15.084
12 O 14.093 20.323 16.942
13 H 13.399 16.661 16.030
14 Y 15.522 18.551 16.872
15 H 11.128 21.675 17.669
16 H 17.109 20.319 18.797
17 Y 15.204 22.124 17.875
18 H 10.177 20.393 15.958
19 O 14.202 20.670 19.819
20 O 13.255 23.462 18.032
21 C 12.013 23.628 17.484
22 C 11.072 17.403 14.144
23 H 9.865 17.924 17.068
24 H 13.453 20.592 16.255
25 O 15.115 22.900 15.607
26 H 10.746 17.447 13.104
27 H 9.233 18.078 14.942
28 H 14.484 23.139 14.929
29 O 16.489 20.258 18.044
30 H 12.004 23.591 16.395
31 H 12.451 17.824 16.236
32 H 10.061 20.386 14.263
33 O 13.368 17.567 16.339
34 H 11.609 20.008 14.981
35 C 10.265 18.367 15.144

Forces on atoms 1 to 6 (eV/Å):
-1.038 -0.098 0.174
0.491 0.300 -0.533
0.315 0.716 0.106
0.595 -0.099 0.690
1.597 -0.427 0.840
0.135 -0.027 -0.405

---

Formula: C5H22CaN10O7
Source: the OMol25 dataset
Level of theory: the ωB97M-V functional and the def2-TZVPD basis

The orbital gap (alpha / beta) comes out at 9.493 / 4.975 eV. The expectation value of S² is 0.761. Its spin multiplicity is 2. Its total charge is +1. The HOMO energy (alpha / beta) comes out at -11.6971 / -10.3094 eV.

Cartesian coordinates (Å):
1 O -0.069 -2.933 1.878
2 H 2.996 -1.441 2.506
3 H 2.562 1.460 -3.320
4 O 2.178 -0.978 2.240
5 H -3.641 0.264 3.527
6 H 3.598 2.432 1.999
7 H -1.023 -4.728 -1.657
8 H -0.960 -3.869 -3.206
9 N -0.615 -2.997 -2.830
10 N -1.636 2.983 -0.575
11 H -2.309 2.614 -2.714
12 C 2.494 0.597 -1.548
13 O 0.572 1.914 1.480
14 C 1.676 2.348 1.404
15 N -3.687 -0.506 2.875
16 N -0.662 -4.121 -0.934
17 H -2.198 3.723 -0.971
18 O 1.873 0.030 -0.712
19 O -1.192 0.862 -0.335
20 N 3.464 1.287 -1.162
21 H -1.996 -2.637 1.425
22 C -0.490 -2.897 -1.479
23 H -4.496 -1.110 2.901
24 H 1.541 -0.014 -3.216
25 H -0.636 -3.656 1.545
26 O -0.159 -1.932 -0.906
27 H -0.726 -4.304 0.057
28 H -1.765 0.960 -2.817
29 H -0.571 -2.077 -3.243
30 H 3.382 1.595 -0.203
31 C -1.560 1.783 -1.046
32 H 1.298 4.006 0.410
33 C -2.579 -0.933 2.372
34 O -1.450 -0.363 2.381
35 H 2.729 0.925 2.252
36 H 2.848 4.004 1.129
37 Ca 0.375 -0.656 0.879
38 H 3.810 1.921 -1.867
39 N 2.756 1.880 1.924
40 N 2.010 3.488 0.906
41 N -2.778 -2.085 1.747
42 N -1.978 1.775 -2.260
43 H -3.712 -2.442 1.598
44 H -1.472 3.181 0.402
45 N 2.201 0.650 -2.837

Forces on atoms 1 to 6 (eV/Å):
-0.215 0.159 0.081
-0.809 0.280 -0.253
-0.421 -0.670 -0.630
0.333 -0.386 -0.043
-0.197 -0.025 -0.213
-0.258 -0.494 0.026

---

Formula: C5H22N2O6
Source: the OMol25 dataset
Level of theory: the ωB97M-V functional and the def2-TZVPD basis

The orbital gap comes out at 10.103 eV. For the energy above the lowest of the compared OMol25 structures with the same formula, charge and spin, the calculation gives 123.7 kJ/mol. The HOMO energy comes out at -9.8888 eV.

Cartesian coordinates (Å):
1 H 1.263 -1.298 4.102
2 O -1.204 1.056 3.562
3 H -1.187 1.916 3.991
4 H 1.401 -0.376 1.977
5 H 1.259 -1.835 -3.838
6 O -3.151 -1.616 -2.481
7 H 1.824 1.903 -0.002
8 H 1.128 -1.923 1.161
9 H -2.370 1.584 1.743
10 H -2.382 -1.053 -2.580
11 C 1.281 -0.215 -0.122
12 H -0.944 0.733 -2.715
13 N -0.230 1.838 0.160
14 H 3.291 -0.932 0.301
15 O -0.746 0.731 -3.683
16 H 0.936 -0.428 -3.725
17 H -3.106 0.533 0.739
18 H -0.164 1.812 1.160
19 H -0.197 -0.640 1.369
20 H 3.256 0.373 -0.817
21 N -2.394 1.237 0.799
22 H 1.150 1.375 -1.456
23 H -1.384 0.168 -4.104
24 C 0.850 -0.875 1.163
25 H 2.781 -1.200 -1.411
26 H -0.206 -1.537 4.161
27 O 0.490 -0.953 4.489
28 O 1.472 -1.093 -3.255
29 C -1.431 1.258 -0.164
30 H -3.323 -1.749 -1.547
31 O -1.712 0.710 -1.231
32 C 2.745 -0.545 -0.553
33 H -0.728 0.425 4.121
34 C 1.013 1.286 -0.375
35 H 0.720 -0.673 -0.936

Forces on atoms 1 to 6 (eV/Å):
1.647 -0.479 -0.768
-0.320 0.211 -0.292
0.121 -0.155 0.269
-0.012 -0.275 0.076
0.391 -0.347 0.398
-0.443 -0.526 -0.594

---

Formula: C5H22N2O7
Source: the OMol25 dataset
Level of theory: the ωB97M-V functional and the def2-TZVPD basis

The orbital gap comes out at 9.626 eV. For the energy above the lowest of the compared OMol25 structures with the same formula, charge and spin, the calculation gives 0.0 kJ/mol. The HOMO energy comes out at -9.4746 eV.

Cartesian coordinates (Å):
1 H -2.283 1.426 -0.704
2 H 3.850 1.836 -0.639
3 O -0.517 0.711 -3.191
4 C -0.491 0.801 1.480
5 H -2.213 0.769 -2.010
6 H 0.445 -2.781 -0.957
7 H -2.690 -0.694 1.243
8 O -3.168 -1.078 0.534
9 H 1.609 -1.602 2.139
10 H -1.125 -2.482 1.576
11 N 0.634 -1.357 1.865
12 N -1.013 0.620 2.745
13 H 0.254 2.249 -0.418
14 H -0.705 -0.073 3.287
15 O 0.847 2.403 -1.169
16 H 1.551 0.383 1.043
17 H 0.006 -0.091 -3.202
18 H 1.123 -0.504 -1.109
19 H 3.413 -0.456 -0.764
20 C 0.589 -0.181 0.994
21 C -0.101 -2.464 1.160
22 H -1.697 1.343 3.113
23 C -0.162 -2.102 -0.356
24 H 0.399 -3.462 1.359
25 H 2.880 -1.682 -0.164
26 H -1.222 -2.200 -0.718
27 C 0.274 -0.627 -0.448
28 H 0.367 1.994 -1.924
29 O 3.128 1.248 -0.395
30 H -0.680 0.943 -4.100
31 O 3.363 -1.372 -0.904
32 H 2.280 1.667 -0.695
33 O -2.782 0.899 -1.240
34 O -0.858 1.736 0.800
35 H -3.139 -0.395 -0.192
36 H -0.524 0.026 -0.880

Forces on atoms 1 to 6 (eV/Å):
2.120 2.492 2.678
-0.241 0.015 0.032
-0.203 0.244 0.439
-0.053 -0.716 2.019
-0.086 -0.154 -0.170
0.186 0.212 0.066

---

Number 1: molar mass 192.21 g/mol. Number 2: molar mass 191.22 g/mol. Number 3: molar mass 207.22 g/mol. Number 4: molar mass 371.03 g/mol. Number 5: molar mass 374.37 g/mol. Number 6: molar mass 206.24 g/mol. Number 7: molar mass 222.24 g/mol.